{
  "formula": "C18H22N4O",
  "method": "ωB97M-V/def2-TZVPD",
  "elements": ["C", "C", "C", "C", "C", "C", "C", "C", "N", "C", "O", "C", "C", "C", "N", "C", "C", "N", "C", "C", "N", "C", "C", "H", "H", "H", "H", "H", "H", "H", "H", "H", "H", "H", "H", "H", "H", "H", "H", "H", "H", "H", "H", "H", "H"],
  "xyz": [[-3.77038, -2.99353, -0.20592], [-4.31099, -2.03973, 0.86328], [-4.50950, -0.65072, 0.31310], [-5.78646, -0.24452, -0.04577], [-6.02553, 1.00691, -0.58452], [-4.96859, 1.87875, -0.77146], [-3.68587, 1.50019, -0.42330], [-3.44384, 0.23960, 0.11343], [-2.15066, -0.16822, 0.47583], [-0.95925, 0.46204, 0.29076], [-0.82873, 1.53668, -0.25539], [0.22218, -0.35976, 0.81140], [0.89835, -1.07613, -0.37103], [1.66853, -0.07224, -1.23441], [2.65524, 0.60950, -0.43321], [3.92771, 0.16915, -0.27344], [4.55603, -0.77065, -1.12414], [5.81304, -1.11469, -0.97647], [6.50577, -0.55097, 0.01125], [5.90443, 0.36167, 0.85820], [4.63698, 0.71484, 0.72741], [2.03923, 1.40900, 0.60485], [1.24332, 0.51331, 1.55678], [-4.47722, -3.06393, -1.02914], [-2.82227, -2.64370, -0.60926], [-3.62448, -3.98828, 0.20970], [-3.64271, -2.02940, 1.73039], [-5.27326, -2.41820, 1.21283], [-6.61115, -0.92721, 0.10276], [-7.02983, 1.29648, -0.85424], [-5.13800, 2.85956, -1.18910], [-2.86164, 2.17681, -0.56981], [-2.11689, -1.07038, 0.92671], [-0.15423, -1.11694, 1.50966], [0.15145, -1.59287, -0.97802], [1.59828, -1.81998, 0.01862], [2.13210, -0.57334, -2.08284], [0.97600, 0.68332, -1.61716], [4.03811, -1.25774, -1.93803], [7.53836, -0.85066, 0.10957], [6.43787, 0.82780, 1.67658], [2.82521, 1.93133, 1.14838], [1.37016, 2.12934, 0.13024], [0.72967, 1.13196, 2.29410], [1.94022, -0.14254, 2.08444]],
  "multiplicity": 1,
  "de_lowest_kj_mol": 40.15,
  "gap_ev": 8.46,
  "smiles": "CCc1ccccc1NC(=O)C1CCN(c2cnccn2)CC1",
  "homo_ha": -0.29056
}